Entry from the Open Molecules 2025 dataset: a structure of composition C9H28BFInN6O6 at a distorted geometry (ωB97M-V with the def2-TZVPD basis set).

The largest force on an atom comes out at 1.49 eV Å⁻¹. Its charge is -1. As for the HOMO-LUMO gap: 6.543 eV. The calculation puts the calculated total energy at -1454.70071 Ha.

Each line ends with the Löwdin charge.
Geometry (Å):
C 1.612 5.244 3.643  -0.144
C 1.338 4.421 2.361  -0.448
F 2.586 4.132 1.768  -0.156
In 0.225 2.473 2.689  0.665
C -2.037 2.780 2.643  -0.305
C -2.376 3.428 1.271  -0.333
C -3.870 3.750 1.057  -0.198
C -4.332 5.085 1.696  -0.262
O -5.218 5.809 0.844  -0.092
B 0.658 1.169 0.820  -0.602
O 1.620 1.609 -0.156  0.005
O 0.000 -0.076 0.537  -0.006
H 1.620 6.317 3.381  0.053
H 2.601 5.040 4.058  0.063
H 0.809 5.063 4.362  0.048
H 0.756 5.026 1.651  0.055
H 0.780 1.557 4.117  -0.100
H -2.397 3.390 3.486  0.018
H -2.534 1.801 2.740  0.024
H -2.090 2.688 0.507  0.076
H -1.721 4.299 1.140  0.085
H -4.033 3.840 -0.034  0.099
H -4.526 2.946 1.405  0.107
H -3.470 5.719 1.935  0.112
H -4.896 4.858 2.602  0.111
H -4.835 5.814 -0.025  0.057
H 1.116 2.064 -0.829  0.059
H -0.840 0.179 0.160  0.054
C 2.301 -3.412 -0.882  -0.664
O 3.363 -3.994 -1.116  -0.021
N 1.101 -4.052 -0.854  0.173
N 2.236 -2.080 -0.639  0.183
H 0.227 -3.588 -0.663  0.070
H 1.100 -5.035 -1.039  0.090
H 3.095 -1.565 -0.653  0.109
H 1.378 -1.589 -0.445  0.062
C -1.983 -2.476 -2.172  -0.677
O -1.944 -2.895 -1.023  0.015
N -1.089 -1.561 -2.643  0.167
N -2.924 -2.892 -3.069  0.148
H -1.099 -1.204 -3.578  0.094
H -0.385 -1.232 -2.004  0.081
H -3.594 -3.564 -2.750  0.101
H -2.976 -2.564 -4.013  0.090
C 4.188 -7.568 -2.943  -0.694
O 3.868 -8.690 -3.322  -0.006
N 3.427 -6.827 -2.096  0.157
N 5.347 -6.966 -3.345  0.143
H 3.682 -5.901 -1.776  0.053
H 2.571 -7.235 -1.779  0.095
H 5.936 -7.480 -3.970  0.094
H 5.628 -6.051 -3.049  0.094